Computed, not measured: a structure of composition C36H51BrN4OS4SiSn in a non-equilibrium geometry, with ωB97M-V/def2-TZVPD.

```
99
Properties=species:S:1:pos:R:3
Sn 4.375 -0.667 17.953
C 4.868 2.740 17.511
N 3.693 1.911 17.756
C 2.684 2.040 16.691
C 3.146 2.014 19.049
C 3.584 3.002 19.939
C 2.777 3.320 21.056
C 1.604 2.600 21.267
C 1.287 1.459 20.525
C 2.132 1.082 19.471
N 2.070 -0.147 18.834
C 1.697 -1.252 19.601
C 1.985 -1.347 20.971
C 1.548 -2.399 21.782
C 0.833 -3.439 21.238
C 0.453 -3.400 19.877
C 1.011 -2.398 19.037
N 0.934 -2.598 17.674
C 1.245 -3.909 17.116
C 0.101 -1.689 16.931
H 5.701 2.393 18.167
H 5.162 2.610 16.459
H 4.663 3.817 17.635
H 2.302 3.059 16.681
H 3.129 1.689 15.725
H 1.854 1.380 16.897
H 4.539 3.515 19.758
H 3.126 4.058 21.751
H 0.881 2.888 22.034
H 0.526 0.764 20.817
H 2.590 -0.536 21.416
H 1.914 -2.499 22.768
H 0.569 -4.335 21.816
H -0.140 -4.155 19.362
H 2.094 -4.340 17.667
H 0.347 -4.577 17.024
H 1.571 -3.733 16.080
H -0.874 -2.146 16.687
H -0.099 -0.820 17.594
H 0.580 -1.297 16.048
O 6.509 -0.157 11.194
C 6.227 -0.373 12.339
S 7.345 -0.245 13.705
C 6.088 -0.353 14.928
C 4.792 -0.763 14.580
S 3.474 -1.207 15.596
S 4.443 -0.712 12.882
S 6.609 -0.008 16.600
Br 6.129 -3.708 15.919
C 5.925 -4.452 17.611
C 6.182 -5.861 17.690
C 5.828 -6.494 18.873
C 5.391 -5.675 19.980
C 5.214 -4.306 19.787
N 5.470 -3.687 18.585
H 6.503 -6.397 16.797
H 5.816 -7.596 18.937
H 5.141 -6.159 20.945
H 4.917 -3.595 20.564
C 11.047 -1.018 20.759
C 9.509 -1.208 20.818
C 9.248 -2.449 21.735
C 9.032 -1.623 19.381
Si 8.616 0.375 21.367
C 9.275 2.095 20.637
C 9.857 2.044 19.198
C 8.165 3.209 20.601
C 10.391 2.468 21.632
C 7.829 0.428 23.143
C 8.977 0.176 24.147
C 7.218 1.816 23.477
C 6.651 -0.581 23.211
H 11.535 -1.920 20.406
H 11.525 -0.842 21.723
H 11.310 -0.213 20.054
H 9.668 -3.310 21.192
H 8.173 -2.669 21.873
H 9.755 -2.393 22.704
H 9.441 -2.632 19.134
H 9.280 -0.866 18.591
H 7.945 -1.742 19.309
H 9.092 1.805 18.438
H 10.624 1.289 19.022
H 10.285 3.057 18.882
H 8.545 4.033 19.941
H 7.927 3.664 21.540
H 7.229 2.759 20.155
H 11.239 1.762 21.646
H 10.007 2.605 22.626
H 10.803 3.455 21.363
H 9.857 0.860 24.092
H 9.378 -0.828 24.091
H 8.643 0.299 25.189
H 7.958 2.646 23.474
H 6.699 1.792 24.464
H 6.480 2.052 22.709
H 7.034 -1.646 23.197
H 5.845 -0.416 22.419
H 6.189 -0.435 24.198
```

DFT total energy in Ha: -6367.12240
Orbital gap in eV: 2.76
LUMO in eV: 3.958
Charge: -2
Relative energy (zero: lowest compared OMol25 entry of this formula, charge and spin) in kJ/mol: 50.0
Multiplicity: 1

Computed, not measured: a structure of composition C36H51CaCl3F2N3O5P in a non-equilibrium geometry, with ωB97M-V/def2-TZVPD.

```
102
Properties=species:S:1:pos:R:3
Ca 0.536 -0.456 0.075
C -0.593 3.357 3.129
C -1.788 2.761 2.385
C -2.990 2.677 3.335
C -2.147 3.532 1.127
C -2.297 4.915 1.181
C -2.673 5.649 0.069
C -2.927 4.990 -1.125
C -2.802 3.612 -1.221
C -3.247 2.874 -2.470
C -4.779 2.819 -2.502
C -2.707 3.472 -3.764
C -2.399 2.869 -0.092
N -2.288 1.478 -0.223
C -3.244 0.753 0.252
C -3.402 -0.652 0.180
C -4.592 -1.296 0.572
C -4.432 -2.631 0.227
C -3.139 -2.730 -0.349
N -2.522 -1.542 -0.367
C -2.568 -4.008 -0.927
C -2.617 -5.115 0.136
C -1.132 -3.817 -1.372
C -3.423 -4.420 -2.135
H -0.347 2.731 3.988
H -0.803 4.368 3.490
H 0.286 3.381 2.484
H -1.510 1.751 2.088
H -3.274 3.676 3.683
H -2.745 2.065 4.207
H -3.856 2.233 2.846
H -2.123 5.430 2.119
H -2.781 6.726 0.133
H -3.254 5.562 -1.987
H -2.879 1.852 -2.385
H -5.200 3.827 -2.556
H -5.161 2.336 -1.600
H -5.131 2.249 -3.366
H -3.011 4.515 -3.889
H -3.083 2.909 -4.622
H -1.622 3.424 -3.776
H -4.107 1.255 0.713
H -5.455 -0.825 1.025
H -5.146 -3.431 0.363
H -2.116 -4.778 1.044
H -2.109 -6.016 -0.222
H -3.649 -5.375 0.387
H -0.528 -3.517 -0.522
H -1.052 -3.041 -2.133
H -0.730 -4.749 -1.776
H -4.473 -4.518 -1.849
H -3.080 -5.374 -2.549
H -3.358 -3.657 -2.914
C 1.269 3.737 -2.483
O 0.737 2.890 -1.462
P 0.781 3.301 0.101
O 0.475 4.914 -0.151
C 0.943 5.871 0.770
O 2.399 3.463 0.317
C 2.994 3.068 1.553
H 2.158 4.261 -2.140
H 0.526 4.471 -2.788
H 1.535 3.094 -3.322
H 0.688 5.610 1.804
H 0.464 6.818 0.522
H 2.028 5.986 0.698
H 3.923 2.546 1.332
H 2.345 2.393 2.113
H 3.202 3.960 2.155
C 4.676 2.674 -2.171
N 4.371 1.465 -2.905
C 5.532 0.941 -3.585
C 3.549 0.501 -2.153
C 3.919 0.199 -0.712
C 5.260 0.001 -0.377
C 5.630 -0.302 0.925
C 4.642 -0.432 1.891
C 3.307 -0.250 1.539
C 2.884 0.084 0.239
H 4.882 3.494 -2.870
H 5.553 2.563 -1.512
H 3.830 2.946 -1.546
H 5.763 1.564 -4.458
H 5.334 -0.072 -3.936
H 6.441 0.916 -2.961
H 3.532 -0.427 -2.732
H 2.524 0.882 -2.141
H 6.035 0.066 -1.134
H 6.675 -0.455 1.177
H 4.912 -0.680 2.913
H 2.563 -0.357 2.329
F 0.196 1.115 2.925
C -0.329 -0.105 2.335
F 0.146 -1.088 3.246
H -1.401 -0.043 2.591
Cl 2.525 -5.186 -1.535
C 3.029 -3.944 -0.354
Cl 4.595 -3.287 -0.845
Cl 3.191 -4.709 1.233
C 1.938 -2.780 -0.354
O 1.796 -2.221 -1.449
O 1.343 -2.599 0.718
```

DFT total energy in Ha: -4542.22381
Orbital gap in eV: 6.31
LUMO in eV: 4.262
Charge: -2
Relative energy (zero: lowest compared OMol25 entry of this formula, charge and spin) in kJ/mol: 198.9
Multiplicity: 1

Computed, not measured: a structure of composition C36H52AsBClN6O4PtS3 in a non-equilibrium geometry, with ωB97M-V/def2-TZVPD.

```
105
Properties=species:S:1:pos:R:3
Pt 0.562 0.958 2.233
C -2.296 -2.884 4.300
C -2.143 -2.504 2.864
C -2.945 -2.964 1.851
C -2.755 -2.554 0.510
N -1.747 -1.770 0.193
N -0.969 -1.327 1.175
B 0.308 -0.512 0.824
N 0.010 0.275 -0.521
N 0.376 -0.364 -1.612
C -0.150 -0.010 -2.778
C -1.199 0.923 -2.808
C -1.590 1.598 -1.670
C -2.823 2.450 -1.669
C -0.840 1.320 -0.519
S -1.033 2.227 1.012
C 0.324 -0.733 -4.021
C -0.700 -1.853 -4.284
C 1.712 -1.336 -3.804
C 0.363 0.234 -5.210
N 1.528 -1.452 0.828
N 1.344 -2.576 0.109
C 2.306 -3.462 0.085
C 3.512 -3.240 0.804
C 3.675 -2.142 1.595
C 4.883 -1.891 2.437
C 2.583 -1.237 1.613
S 2.598 0.112 2.707
C 2.092 -4.757 -0.674
C 3.191 -4.887 -1.741
C 2.207 -5.915 0.332
C 0.713 -4.796 -1.332
C -1.147 -1.592 2.464
S -0.136 -0.737 3.609
C -3.660 -2.995 -0.631
C -5.000 -3.516 -0.103
C -3.923 -1.801 -1.559
C -2.948 -4.110 -1.407
H -3.231 -3.413 4.468
H -2.283 -2.002 4.944
H -1.475 -3.535 4.609
H -3.760 -3.634 2.087
H -1.722 1.102 -3.739
H -3.017 2.857 -2.659
H -2.809 3.261 -0.947
H -3.673 1.820 -1.396
H -0.720 -2.564 -3.457
H -0.423 -2.390 -5.191
H -1.709 -1.458 -4.426
H 1.744 -1.982 -2.927
H 2.471 -0.559 -3.694
H 1.973 -1.934 -4.677
H -0.630 0.550 -5.531
H 0.822 -0.267 -6.061
H 0.963 1.119 -4.990
H 4.290 -3.991 0.764
H 5.589 -2.713 2.356
H 4.605 -1.778 3.487
H 5.390 -0.974 2.128
H 4.191 -4.917 -1.307
H 3.151 -4.066 -2.459
H 3.049 -5.818 -2.288
H 3.202 -5.991 0.770
H 2.009 -6.857 -0.181
H 1.476 -5.814 1.136
H 0.454 -3.846 -1.797
H -0.065 -5.032 -0.605
H 0.699 -5.570 -2.099
H -5.494 -2.793 0.550
H -4.896 -4.461 0.432
H -5.665 -3.704 -0.945
H -4.473 -1.012 -1.041
H -4.532 -2.132 -2.400
H -2.993 -1.393 -1.956
H -2.703 -4.954 -0.761
H -2.026 -3.747 -1.864
H -3.604 -4.476 -2.197
C -0.114 4.627 -0.927
As 0.234 4.311 0.949
C 2.171 4.383 0.993
C -0.888 5.512 2.032
C 0.022 6.707 1.948
C -0.076 7.584 0.866
C 0.824 8.632 0.739
C 1.815 8.807 1.696
C 1.902 7.947 2.787
C 1.011 6.897 2.918
H 0.194 5.644 -1.167
H -1.165 4.510 -1.153
H 0.500 3.942 -1.512
H 2.379 5.416 0.703
H 2.508 3.699 0.215
H 2.559 4.135 1.971
H -1.061 5.044 2.996
H -1.795 5.587 1.431
H -0.882 7.472 0.148
H 0.738 9.326 -0.085
H 2.508 9.633 1.607
H 2.659 8.112 3.543
H 1.067 6.227 3.768
O -0.904 2.972 4.053
Cl 0.462 2.958 4.515
O 0.852 4.179 5.095
O 0.723 1.816 5.309
O 1.298 2.805 3.225
```

DFT total energy in Ha: -6066.08461
Orbital gap in eV: 6.11
LUMO in eV: -10.133
Charge: +3
Relative energy (zero: lowest compared OMol25 entry of this formula, charge and spin) in kJ/mol: 157.8
Multiplicity: 1

Computed, not measured: a structure of composition C36H52B2BrN2O2OsP2 in a non-equilibrium geometry, with ωB97M-V/def2-TZVPD.

```
98
Properties=species:S:1:pos:R:3
Os 0.464 -0.224 -0.005
C -2.393 1.918 -0.714
C -1.366 3.098 -0.481
C -2.129 4.302 0.162
C -0.811 3.515 -1.872
P 0.055 2.266 0.507
C -0.730 2.365 2.182
N -0.807 0.979 2.630
B -0.564 -0.149 1.820
N -1.052 -1.300 2.533
C -1.029 -2.679 1.995
P -0.791 -2.306 0.178
C 0.127 -3.774 -0.493
C -0.244 -5.115 0.205
C -0.120 -3.858 -2.008
C 1.533 -3.402 -0.274
C -2.670 -2.236 -0.438
C -3.178 -3.689 -0.547
C -2.686 -1.545 -1.755
C -3.521 -1.454 0.624
C -1.539 -0.881 3.756
C -1.888 -1.602 4.879
C -2.326 -0.910 5.991
C -2.421 0.476 6.010
C -1.880 1.210 4.977
C -1.403 0.518 3.858
C 1.513 3.314 0.472
C 1.111 4.811 0.621
C 2.488 2.876 1.582
C 2.334 2.998 -0.779
H -3.309 2.294 -1.253
H -2.799 1.538 0.256
H -1.946 1.142 -1.316
H -2.943 4.578 -0.594
H -1.509 5.206 0.251
H -2.632 3.942 1.022
H -1.632 3.543 -2.584
H 0.018 2.887 -2.280
H -0.365 4.501 -1.758
H -1.734 2.681 1.901
H -0.261 3.088 2.850
H -1.854 -3.329 2.320
H -0.102 -3.265 2.277
H -1.299 -5.345 0.142
H 0.046 -5.099 1.233
H 0.298 -5.891 -0.346
H -1.121 -4.240 -2.184
H 0.524 -4.635 -2.483
H -0.052 -2.866 -2.551
H 1.894 -3.331 0.865
H 1.728 -2.424 -0.685
H 2.275 -4.149 -0.555
H -2.538 -4.366 -1.166
H -4.159 -3.714 -0.966
H -3.216 -4.209 0.385
H -2.604 -2.375 -2.535
H -1.886 -0.893 -1.913
H -3.602 -0.927 -1.896
H -3.608 -2.014 1.567
H -4.562 -1.229 0.225
H -3.123 -0.480 0.829
H -1.828 -2.706 4.940
H -2.677 -1.500 6.845
H -2.986 0.986 6.834
H -1.865 2.321 5.027
H 0.329 4.888 1.418
H 0.765 5.240 -0.295
H 2.057 5.286 0.930
H 2.129 3.072 2.595
H 3.509 3.303 1.495
H 2.603 1.784 1.494
H 1.805 3.358 -1.628
H 2.485 1.912 -1.061
H 3.342 3.450 -0.762
Br 7.009 -1.011 1.934
C 5.177 -0.879 1.668
C 4.845 -0.722 0.343
C 3.578 -0.511 -0.115
C 2.463 -0.448 0.746
C 2.817 -0.502 2.161
C 4.152 -0.619 2.606
H 5.601 -0.872 -0.418
H 3.406 -0.421 -1.149
H 2.047 -0.342 2.870
H 4.409 -0.534 3.684
O -0.243 0.179 -3.257
B 0.657 0.386 -2.236
O 1.919 0.647 -2.767
C 1.787 0.539 -4.161
C 2.727 0.582 -5.153
C 2.281 0.421 -6.460
C 0.924 0.297 -6.739
C -0.029 0.279 -5.712
C 0.462 0.284 -4.458
H 3.769 0.792 -4.877
H 3.013 0.448 -7.228
H 0.608 0.320 -7.778
H -1.052 0.149 -6.009
```

DFT total energy in Ha: -5059.86105
Orbital gap (spin up / spin down) in eV: 8.26 / 5.85
LUMO (spin up / spin down) in eV: -1.677 / -4.856
Charge: +1
Relative energy (zero: lowest compared OMol25 entry of this formula, charge and spin) in kJ/mol: 169.2
Multiplicity: 5